Density functional theory data (ωB97M-V/def2-TZVPD) for a molecular structure, C26H45Br2CaCl3F2NO6P2.

**HOMO energy**: -3.62 eV
**Spin multiplicity**: 1
**Total charge**: -1

Positions of all 88 atoms, in Å:
C1 -5.27 1.74 -3.13
C2 -4.72 2.70 -4.31
C3 -3.79 1.96 -5.40
C4 -2.63 1.01 -4.73
C5 -2.96 -0.51 -5.15
C6 -1.85 -1.59 -4.68
C7 -1.12 -1.24 -3.28
C8 0.25 -0.33 -3.29
C9 0.35 -0.07 -1.66
P1 0.90 1.79 -1.66
O1 1.42 2.16 -0.24
N1 -1.11 -0.03 -1.18
P2 -1.27 0.13 0.59
O2 -1.08 -1.38 1.42
O3 -2.78 0.90 0.92
C10 -2.05 -0.93 -1.96
Br1 -2.45 -2.77 -1.33
H1 -6.41 1.87 -3.04
H2 -5.06 0.62 -3.30
H3 -4.81 2.13 -2.13
H4 -5.65 3.10 -4.89
H5 -4.20 3.66 -3.89
H6 -4.47 1.27 -6.04
H7 -3.28 2.68 -6.14
H8 -1.62 1.38 -5.14
H9 -2.62 1.21 -3.60
H10 -2.97 -0.55 -6.31
H11 -3.99 -0.82 -4.70
H12 -1.00 -1.71 -5.48
H13 -2.33 -2.64 -4.53
H14 -0.68 -2.35 -2.97
H15 1.20 -0.87 -3.67
H16 0.01 0.70 -3.76
H17 1.10 -0.68 -1.06
H18 2.00 1.99 -2.58
H19 -0.17 2.68 -2.04
H20 -1.40 0.92 -1.51
H21 -0.61 -2.07 0.87
H22 -3.42 0.51 0.28
H23 -3.07 -0.43 -2.24
F1 4.07 -4.59 2.79
C11 3.65 -3.34 2.58
C12 2.33 -3.01 2.82
C13 1.89 -1.71 2.61
C14 2.78 -0.74 2.14
C15 4.12 -1.08 1.89
C16 4.55 -2.39 2.12
H24 1.65 -3.78 3.18
H25 0.86 -1.44 2.80
H26 2.43 0.27 1.97
H27 4.83 -0.33 1.51
H28 5.58 -2.67 1.94
C17 -3.30 1.38 6.09
C18 -3.99 0.39 5.40
C19 -3.36 -0.31 4.38
C20 -2.03 -0.03 4.06
C21 -1.33 0.95 4.76
C22 -1.97 1.66 5.77
H29 -3.79 1.93 6.89
H30 -5.02 0.17 5.65
H31 -3.90 -1.08 3.83
H32 -1.53 -0.58 3.26
H33 -0.30 1.17 4.51
H34 -1.43 2.43 6.31
Br2 4.01 0.99 0.63
Ca1 -2.59 -1.92 2.71
C23 8.16 1.92 4.38
C24 6.75 1.54 4.02
O4 6.33 0.41 4.23
C25 5.89 2.59 3.38
H35 8.67 1.06 4.83
H36 8.71 2.22 3.48
H37 8.15 2.74 5.11
H38 6.34 2.92 2.44
H39 5.78 3.44 4.06
H40 4.90 2.18 3.17
O5 4.94 5.64 3.82
H41 4.71 6.14 4.61
H42 4.32 5.95 3.14
F2 2.63 5.60 2.31
Cl1 0.59 -2.67 -1.87
O6 -1.05 -3.74 -6.57
H43 -1.16 -4.51 -6.03
C26 -1.80 -6.31 -2.71
Cl2 -1.95 -5.55 -4.29
Cl3 -2.42 -7.97 -2.73
H44 -0.75 -6.33 -2.42
H45 -2.36 -5.73 -1.98

Charges per atom according to Löwdin partitioning, unit e:
1. C -0.1400
2. C -0.2599
3. C -0.2124
4. C -0.2154
5. C -0.1906
6. C -0.1727
7. C -0.4403
8. C -0.1641
9. C -0.4823
10. P 0.7487
11. O -0.5666
12. N -0.2857
13. P 1.0484
14. O -0.6207
15. O -0.2734
16. C -0.5746
17. Br 0.6640
18. H 0.0703
19. H 0.0602
20. H 0.0668
21. H 0.1031
22. H 0.1093
23. H 0.1095
24. H 0.1085
25. H 0.1098
26. H 0.0740
27. H 0.1298
28. H 0.1081
29. H 0.1134
30. H 0.0787
31. H -0.0969
32. H 0.1357
33. H 0.0751
34. H 0.0572
35. H 0.0513
36. H 0.0234
37. H 0.1132
38. H 0.0542
39. H 0.0549
40. H 0.1039
41. F 0.0540
42. C -0.2870
43. C -0.0361
44. C -0.1067
45. C -0.2190
46. C -0.2715
47. C 0.0168
48. H 0.0997
49. H 0.0554
50. H 0.0100
51. H -0.1117
52. H 0.1221
53. C -0.0431
54. C -0.0558
55. C -0.1943
56. C -0.2015
57. C -0.0120
58. C -0.0263
59. H 0.1172
60. H 0.1174
61. H -0.0017
62. H -0.0264
63. H 0.1380
64. H 0.1256
65. Br 0.5052
66. Ca 1.2593
67. C -0.0347
68. C -0.4983
69. O 0.0317
70. C -0.0394
71. H 0.0737
72. H 0.0820
73. H 0.0818
74. H 0.0904
75. H 0.0670
76. H 0.0515
77. O -0.1212
78. H 0.0115
79. H -0.0191
80. F -0.8116
81. Cl 0.0974
82. O -0.5398
83. H -0.2866
84. C -1.0337
85. Cl 0.6023
86. Cl 0.4792
87. H 0.0318
88. H -0.0193